1.
A cluster of 6 separate species, C39H31F10O24PS in total in a non-equilibrium geometry. Source: the Open Molecules 2025 dataset; level of theory: ωB97M-V with the def2-TZVPD basis set.

Geometry (Å):
1 C -3.72 -0.68 -2.17
2 C -3.22 -1.78 -3.07
3 O -3.31 -1.34 -4.41
4 C -2.62 -2.16 -5.33
5 C -1.15 -1.80 -5.44
6 O -0.93 -0.94 -6.56
7 C 0.39 -0.44 -6.59
8 P 0.32 1.14 -7.53
9 F 1.88 1.36 -7.72
10 S 0.10 2.39 -5.71
11 O 1.31 3.17 -5.64
12 O -0.31 1.65 -4.55
13 C -1.22 3.68 -6.18
14 F -1.50 3.56 -7.49
15 F -0.64 4.87 -5.98
16 C -2.54 3.71 -5.35
17 F -3.17 4.87 -5.63
18 F -2.19 3.72 -4.06
19 C -3.55 2.56 -5.55
20 F -3.00 1.39 -5.19
21 F -4.57 2.85 -4.69
22 C -4.19 2.37 -6.96
23 F -3.42 1.59 -7.70
24 F -4.37 3.52 -7.59
25 F -5.36 1.78 -6.83
26 H -3.27 0.27 -2.46
27 H -3.51 -0.89 -1.12
28 H -4.81 -0.58 -2.29
29 H -3.81 -2.70 -2.94
30 H -2.18 -2.04 -2.81
31 H -2.70 -3.20 -5.01
32 H -3.10 -2.01 -6.30
33 H -0.55 -2.70 -5.57
34 H -0.85 -1.27 -4.53
35 H 0.82 -0.33 -5.59
36 H 1.05 -1.08 -7.19
37 O -1.49 -3.20 5.28
38 C -1.36 -2.75 4.16
39 C -0.17 -2.07 3.68
40 C -0.16 -1.61 2.42
41 O 0.87 -0.97 1.88
42 C -1.34 -1.76 1.49
43 O -1.23 -1.29 0.37
44 C -2.52 -2.45 1.97
45 C -2.53 -2.92 3.23
46 O -3.55 -3.57 3.76
47 H 0.67 -1.97 4.35
48 H 0.61 -0.73 0.97
49 H -3.35 -2.57 1.29
50 H -3.29 -3.80 4.68
51 O -5.82 5.78 1.94
52 C -5.41 5.10 1.02
53 C -5.49 5.48 -0.38
54 C -5.01 4.64 -1.31
55 O -5.04 4.93 -2.60
56 C -4.41 3.30 -0.96
57 O -4.02 2.59 -1.86
58 C -4.32 2.94 0.45
59 C -4.79 3.78 1.38
60 O -4.75 3.54 2.68
61 H -5.92 6.44 -0.62
62 H -4.65 4.18 -3.10
63 H -3.87 1.99 0.69
64 H -5.16 4.31 3.11
65 O 3.51 3.68 0.65
66 C 3.42 2.70 -0.08
67 C 3.28 1.35 0.41
68 C 3.22 0.34 -0.47
69 O 3.09 -0.93 -0.14
70 C 3.28 0.58 -1.96
71 O 3.22 -0.41 -2.67
72 C 3.39 1.94 -2.45
73 C 3.45 2.95 -1.57
74 O 3.55 4.22 -1.91
75 H 3.23 1.19 1.48
76 H 3.09 -1.43 -0.99
77 H 3.41 2.09 -3.52
78 H 3.58 4.73 -1.07
79 O 4.47 1.09 3.47
80 C 5.63 1.06 3.85
81 C 6.05 0.46 5.10
82 C 7.34 0.49 5.44
83 O 7.82 -0.03 6.56
84 C 8.39 1.14 4.56
85 O 9.53 1.12 4.98
86 C 7.98 1.72 3.31
87 C 6.68 1.69 2.96
88 O 6.24 2.21 1.82
89 H 5.29 0.01 5.72
90 H 8.79 0.14 6.55
91 H 8.74 2.17 2.68
92 H 5.27 2.08 1.79
93 O 3.79 -6.36 7.88
94 C 2.58 -6.46 7.74
95 C 1.82 -7.66 8.02
96 C 0.49 -7.65 7.81
97 O -0.30 -8.69 8.03
98 C -0.23 -6.43 7.28
99 O -1.43 -6.54 7.11
100 C 0.53 -5.23 7.02
101 C 1.85 -5.24 7.23
102 O 2.64 -4.19 7.02
103 H 2.34 -8.52 8.40
104 H -1.20 -8.40 7.79
105 H 0.00 -4.36 6.65
106 H 3.55 -4.49 7.25

## Properties
LUMO energy ... -0.05907 Eh
Total charge ... 0
Relative energy (zero: lowest compared OMol25 entry of this formula, charge and spin) ... 11.9 kJ/mol
HOMO level ... -9.632 eV
Structure (SMILES) ... CCOCCOCP(F)S(=O)(=O)C(F)(F)C(F)(F)C(F)(F)C(F)(F)F.O=C1C=C(O)C(=O)C=C1O.O=C1C=C(O)C(=O)C=C1O.O=C1C=C(O)C(=O)C=C1O.O=C1C=C(O)C(=O)C=C1O.O=C1C=C(O)C(=O)C=C1O
HOMO-LUMO gap ... 8.02 eV
Max |F| ... 1.07 eV Å⁻¹

=====

2.
The molecule C3H6F3P in a non-equilibrium geometry. Source: the Open Molecules 2025 dataset; level of theory: ωB97M-V with the def2-TZVPD basis set.

Geometry (Å):
1 C 0.10 -1.49 -0.84
2 C -0.82 -0.76 0.12
3 P 0.18 0.68 0.77
4 F 0.77 0.59 2.34
5 F 1.65 0.06 0.21
6 C -0.12 2.05 -0.28
7 F 0.93 2.80 0.23
8 H 0.87 -1.91 -0.21
9 H 0.69 -0.89 -1.54
10 H -0.49 -2.13 -1.39
11 H -1.69 -0.15 -0.28
12 H -1.12 -1.52 0.91
13 H -0.95 2.66 -0.04

## Properties
LUMO energy ... 0.00288 Eh
Total charge ... 0
Relative energy (zero: lowest compared OMol25 entry of this formula, charge and spin) ... 271.3 kJ/mol
HOMO level ... -9.037 eV
Structure (SMILES) ... CCP(F)(F)=CF
HOMO-LUMO gap ... 9.12 eV
Max |F| ... 3.88 eV Å⁻¹

=====

3.
The molecule C20H22N4O4S in a non-equilibrium geometry. Source: the Open Molecules 2025 dataset; level of theory: ωB97M-V with the def2-TZVPD basis set.

Geometry (Å):
1 C -0.92 -4.27 0.46
2 C -2.29 -4.01 1.08
3 O -2.66 -2.64 0.89
4 C -3.60 -2.36 -0.01
5 O -4.21 -3.20 -0.64
6 C -3.81 -0.90 -0.15
7 C -4.94 -0.43 -0.82
8 C -5.14 0.93 -0.97
9 C -4.22 1.83 -0.46
10 C -3.09 1.37 0.21
11 N -2.11 2.21 0.73
12 C -1.97 3.55 0.59
13 O -2.74 4.30 0.03
14 C -0.68 4.06 1.24
15 S 0.77 3.80 0.17
16 C 1.11 2.12 0.48
17 N 0.42 1.31 1.24
18 N 1.01 0.10 1.19
19 C 2.05 0.19 0.41
20 C 2.94 -0.91 0.09
21 C 2.55 -2.14 -0.51
22 C 3.69 -2.87 -0.62
23 O 4.74 -2.19 -0.13
24 C 4.30 -1.00 0.30
25 C 5.27 -0.07 0.94
26 N 2.18 1.47 -0.07
27 C 3.10 1.99 -1.05
28 C 2.48 1.97 -2.44
29 C -2.89 0.00 0.36
30 H -0.97 -4.12 -0.61
31 H -0.61 -5.29 0.67
32 H -0.19 -3.58 0.88
33 H -3.05 -4.65 0.63
34 H -2.26 -4.17 2.16
35 H -5.64 -1.15 -1.22
36 H -6.01 1.29 -1.48
37 H -4.38 2.89 -0.58
38 H -1.32 1.71 1.17
39 H -0.74 5.14 1.36
40 H -0.48 3.57 2.19
41 H 1.56 -2.41 -0.80
42 H 3.87 -3.85 -1.01
43 H 5.98 0.31 0.22
44 H 4.74 0.76 1.40
45 H 5.83 -0.60 1.71
46 H 3.35 3.02 -0.76
47 H 4.00 1.38 -1.02
48 H 1.58 2.58 -2.47
49 H 3.19 2.36 -3.16
50 H 2.22 0.95 -2.72
51 H -2.01 -0.36 0.88

## Properties
LUMO energy ... 0.01527 Eh
Total charge ... 0
Relative energy (zero: lowest compared OMol25 entry of this formula, charge and spin) ... 109.2 kJ/mol
HOMO level ... -8.366 eV
Structure (SMILES) ... CCOC(=O)c1cccc(NC(=O)CSc2nnc(-c3ccoc3C)n2CC)c1
HOMO-LUMO gap ... 8.78 eV
Max |F| ... 1.13 eV Å⁻¹